--- a ---
Molecular formula: C5H15N2
Method: DFT, ωB97M-V/def2-TZVPD

Total charge: +1
Orbital gap in eV: 11.14

Last columns: bonded neighbours and bond lengths (Å).
Cartesian coordinates (Å):
1 C -0.590 -2.739 -0.098  C2 1.533, H8 1.085, H9 1.087, H10 1.089
2 C 0.350 -2.052 -1.095  C1 1.533, C3 1.525, H11 1.092, H12 1.084
3 C 0.017 -0.587 -1.358  C2 1.525, N4 1.510, H13 1.086, H14 1.088
4 N -0.078 0.185 -0.064  C3 1.510, C5 1.492, H15 1.029, H16 1.028
5 C -0.410 1.636 -0.164  N4 1.492, C6 1.525, H17 1.086, H18 1.088
6 C -0.208 2.241 1.222  C5 1.525, N7 1.442, H19 1.091, H20 1.097
7 N 1.177 2.061 1.580  C6 1.442, H21 1.012, H22 1.011
8 H -0.361 -3.798 -0.038  C1 1.085
9 H -0.501 -2.332 0.906  C1 1.087
10 H -1.608 -2.697 -0.481  C1 1.089
11 H 0.206 -2.540 -2.061  C2 1.092
12 H 1.403 -2.163 -0.863  C2 1.084
13 H -0.917 -0.455 -1.897  C3 1.086
14 H 0.828 -0.131 -1.921  C3 1.088
15 H 0.833 0.145 0.414  N4 1.029
16 H -0.733 -0.336 0.533  N4 1.028
17 H 0.304 2.077 -0.853  C5 1.086
18 H -1.437 1.721 -0.512  C5 1.088
19 H -0.620 3.251 1.223  C6 1.091
20 H -0.834 1.700 1.942  C6 1.097
21 H 1.372 2.190 2.564  N7 1.012
22 H 1.806 2.623 1.022  N7 1.011

=====

--- b ---
Molecular formula: C5H15N2
Method: DFT, ωB97M-V/def2-TZVPD

Total charge: +1
Orbital gap in eV: 11.10

Last columns: bonded neighbours and bond lengths (Å).
Cartesian coordinates (Å):
1 C -2.208 -0.241 -1.911  N2 1.470, H8 1.078, H9 1.090, H10 1.094
2 N -0.986 0.324 -1.321  C1 1.470, C3 1.455, H11 1.010
3 C -1.110 0.519 0.115  N2 1.455, C4 1.523, H12 1.099, H13 1.093
4 C 0.286 0.485 0.723  C3 1.523, C5 1.523, N6 1.497, H14 1.085
5 C 0.342 0.179 2.214  C4 1.523, H15 1.089, H16 1.075, H17 1.090
6 N 1.038 -0.527 -0.085  C4 1.497, C7 1.478, H18 1.024, H19 1.024
7 C 2.514 -0.456 -0.053  N6 1.478, H20 1.078, H21 1.065, H22 1.081
8 H -2.175 -0.111 -2.981  C1 1.078
9 H -3.101 0.241 -1.513  C1 1.090
10 H -2.244 -1.311 -1.686  C1 1.094
11 H -0.875 1.244 -1.722  N2 1.010
12 H -1.681 1.420 0.378  C3 1.099
13 H -1.685 -0.306 0.543  C3 1.093
14 H 0.806 1.419 0.538  C4 1.085
15 H 1.376 0.153 2.559  C5 1.089
16 H -0.176 -0.736 2.441  C5 1.075
17 H -0.233 0.944 2.736  C5 1.090
18 H 0.777 -1.487 0.157  N6 1.024
19 H 0.657 -0.399 -1.027  N6 1.024
20 H 2.874 -0.674 0.939  C7 1.078
21 H 2.840 0.516 -0.342  C7 1.065
22 H 2.964 -1.195 -0.702  C7 1.081

=====

--- c ---
Molecular formula: C5H15N2
Method: DFT, ωB97M-V/def2-TZVPD

Total charge: +1
Orbital gap in eV: 10.09

Last columns: bonded neighbours and bond lengths (Å).
Cartesian coordinates (Å):
1 C 2.842 -0.467 0.833  C2 1.522, H8 1.111, H9 1.089, H10 1.097
2 C 1.347 -0.678 1.032  C1 1.522, C3 1.489, H11 1.117, H12 1.125
3 C 0.548 -0.464 -0.206  C2 1.489, N4 1.528, C5 1.585, H13 1.099
4 N 0.668 0.946 -0.782  C3 1.528, H14 1.016, H15 1.036, H16 1.022
5 C -0.975 -0.426 0.233  C3 1.585, N6 1.432, H17 1.108, H18 1.095
6 N -1.826 -0.212 -0.899  C5 1.432, C7 1.461, H19 1.012
7 C -3.007 0.608 -0.640  N6 1.461, H20 1.104, H21 1.106, H22 1.092
8 H 3.206 -1.240 0.124  C1 1.111
9 H 3.459 -0.550 1.727  C1 1.089
10 H 3.161 0.520 0.477  C1 1.097
11 H 1.179 -1.662 1.533  C2 1.117
12 H 1.175 0.152 1.772  C2 1.125
13 H 0.516 -1.162 -1.055  C3 1.099
14 H 0.799 1.683 -0.094  N4 1.016
15 H -0.274 1.120 -1.176  N4 1.036
16 H 1.309 1.035 -1.572  N4 1.022
17 H -1.172 0.449 0.883  C5 1.108
18 H -1.137 -1.313 0.855  C5 1.095
19 H -1.943 -1.053 -1.450  N6 1.012
20 H -2.660 1.614 -0.349  C7 1.104
21 H -3.574 0.337 0.270  C7 1.106
22 H -3.641 0.762 -1.516  C7 1.092

=====

Energy ordering: a at the bottom, the next structure 6.5 kcal/mol above.